No. 1
Density functional theory data (ωB97M-V/def2-TZVPD) for a cluster of 6 separate species, C42H40BNO15 in total at a distorted geometry.

Positions of all 99 atoms, in Å:
1 C -0.774 6.217 6.242
2 C -0.138 5.107 5.836
3 C -0.424 3.776 6.483
4 C -1.015 2.768 5.502
5 C -0.381 1.347 5.486
6 B 1.207 1.195 5.302
7 C 2.217 2.381 5.096
8 O 1.682 -0.101 5.329
9 N -1.212 0.777 4.407
10 C -1.554 1.697 3.558
11 O -2.322 1.438 2.522
12 C -3.703 1.878 2.740
13 C -4.602 0.738 3.191
14 C -6.043 1.187 2.962
15 O -4.398 0.569 4.605
16 C -0.974 3.017 3.979
17 C -1.788 4.181 3.347
18 O -2.770 4.578 4.000
19 O -1.378 4.542 2.233
20 H -0.947 6.349 7.306
21 H -1.173 6.938 5.540
22 H 0.582 5.157 5.024
23 H 0.451 3.353 6.990
24 H -1.154 3.932 7.275
25 H -2.062 2.549 5.715
26 H -0.597 0.810 6.417
27 H 3.214 1.975 4.908
28 H 2.295 3.020 5.977
29 H 1.969 3.010 4.247
30 H 2.432 -0.136 5.933
31 H -1.535 -0.176 4.322
32 H -4.049 2.346 1.822
33 H -3.743 2.671 3.488
34 H -4.392 -0.202 2.697
35 H -6.750 0.371 3.064
36 H -6.159 1.663 1.988
37 H -6.308 1.957 3.691
38 H -4.802 1.321 5.049
39 H 0.005 3.051 3.496
40 C -6.525 -3.155 -0.026
41 C -6.367 -3.542 -1.288
42 C -5.501 -2.782 -2.224
43 O -5.357 -3.132 -3.376
44 C -4.817 -1.573 -1.699
45 C -4.975 -1.186 -0.436
46 C -5.841 -1.947 0.499
47 O -5.983 -1.595 1.652
48 H -7.152 -3.693 0.674
49 H -6.856 -4.420 -1.691
50 H -4.191 -1.035 -2.398
51 H -4.485 -0.308 -0.035
52 C 3.586 4.299 1.291
53 C 4.556 3.976 0.439
54 C 5.967 3.885 0.882
55 O 6.853 3.589 0.104
56 C 6.263 4.164 2.308
57 C 5.295 4.487 3.161
58 C 3.881 4.579 2.718
59 O 2.995 4.868 3.492
60 H 2.547 4.373 0.993
61 H 4.365 3.766 -0.605
62 H 7.301 4.089 2.606
63 H 5.486 4.696 4.206
64 C 5.558 -1.240 -2.014
65 C 6.370 -1.343 -3.062
66 C 7.396 -0.307 -3.345
67 O 8.133 -0.405 -4.305
68 C 7.484 0.845 -2.416
69 C 6.672 0.949 -1.367
70 C 5.647 -0.086 -1.086
71 O 4.906 0.012 -0.128
72 H 4.803 -1.983 -1.790
73 H 6.330 -2.170 -3.751
74 H 8.239 1.588 -2.640
75 H 6.716 1.786 -0.674
76 C -8.871 -4.951 -7.719
77 C -7.741 -5.242 -8.359
78 C -6.432 -5.227 -7.657
79 O -5.404 -5.490 -8.241
80 C -6.433 -4.878 -6.214
81 C -7.562 -4.588 -5.575
82 C -8.870 -4.602 -6.275
83 O -9.900 -4.339 -5.692
84 H -9.835 -4.955 -8.210
85 H -7.719 -5.500 -9.410
86 H -5.470 -4.871 -5.718
87 H -7.580 -4.329 -4.525
88 C 6.233 -5.641 -5.618
89 C 6.147 -5.990 -6.898
90 C 6.875 -5.237 -7.953
91 O 6.794 -5.556 -9.119
92 C 7.702 -4.082 -7.523
93 C 7.788 -3.732 -6.242
94 C 7.061 -4.487 -5.192
95 O 7.144 -4.164 -4.024
96 H 5.711 -6.174 -4.833
97 H 5.550 -6.829 -7.234
98 H 8.223 -3.547 -8.307
99 H 8.382 -2.891 -5.904

Values from the calculation:
LUMO energy   -0.073 hartree

No. 2
Density functional theory data (ωB97M-V/def2-TZVPD) for the ion C5H4N with charge +1 at a distorted geometry.

Positions of all 10 atoms, in Å:
1 C 0.729 0.631 -1.694
2 C -0.269 -0.341 -1.960
3 C -0.768 -0.701 1.704
4 C -0.022 0.276 2.198
5 C 0.057 -0.030 -0.621
6 N -0.004 -0.177 0.655
7 H 1.387 1.463 -2.070
8 H -0.815 -0.907 -2.751
9 H -1.439 -1.605 1.811
10 H 0.368 0.946 2.872

Values from the calculation:
LUMO energy   -0.151 hartree
Relative energy (zero: lowest compared OMol25 entry of this formula, charge and spin)   2.277 eV
Total charge   +1
SMILES   C1=C[N+]1=c1cc1

No. 3
Density functional theory data (ωB97M-V/def2-TZVPD) for an isolated molecule of C19H16O6 at a distorted geometry.

Positions of all 41 atoms, in Å:
1 C -2.463 2.619 0.383
2 H -2.272 2.257 -0.631
3 O -2.040 1.685 1.354
4 C -0.756 1.271 1.357
5 C -0.447 0.248 2.259
6 C 0.810 -0.303 2.258
7 C 1.789 0.126 1.359
8 C 1.517 1.237 0.539
9 C 0.244 1.794 0.541
10 H 0.022 2.623 -0.109
11 O 2.549 1.709 -0.196
12 C 2.341 2.807 -1.052
13 H 2.048 3.701 -0.493
14 H 1.589 2.587 -1.815
15 H 3.300 2.985 -1.536
16 C 2.999 -0.702 1.230
17 O 3.569 -1.215 2.164
18 C 3.453 -1.018 -0.204
19 O 2.467 -0.836 -1.199
20 C 1.227 -1.332 -0.976
21 C 0.180 -0.667 -1.604
22 C -1.131 -1.024 -1.336
23 C -1.419 -2.106 -0.486
24 C -0.350 -2.814 0.072
25 C 0.950 -2.433 -0.152
26 H 1.753 -2.972 0.322
27 H -0.562 -3.658 0.710
28 C -2.795 -2.391 -0.228
29 C -3.758 -1.613 -0.760
30 C -3.438 -0.473 -1.599
31 O -4.235 0.302 -2.067
32 O -2.109 -0.261 -1.875
33 H -4.808 -1.782 -0.582
34 H -3.039 -3.231 0.406
35 H 0.389 0.163 -2.259
36 H 3.858 -2.039 -0.213
37 H 4.259 -0.329 -0.472
38 H 1.053 -1.121 2.918
39 H -1.219 -0.109 2.920
40 H -1.985 3.592 0.527
41 H -3.538 2.722 0.524

Values from the calculation:
LUMO energy   -0.001 hartree
Relative energy (zero: lowest compared OMol25 entry of this formula, charge and spin)   1.244 eV
SMILES   COc1ccc(C(=O)COc2ccc3ccc(=O)oc3c2)c(OC)c1